Computed, not measured: a cluster of 14 separate species, C15H58N12O14 in total at a distorted geometry, with wB97M-V/def2-TZVPD.

## Properties
- Kohn-Sham gap (Ha) = 0.314
- E_tot (Ha) = -2316.4929
- relative energy (zero: lowest compared OMol25 entry of this formula, charge and spin) (kJ/mol) = 1494.29

The geometry in XYZ format:
```
99
Properties=species:S:1:pos:R:3:forces:R:3:lowdin_charge:R:1
C -2.613 0.076 -2.685 -0.4 -1.1 1.4 -0.064
C -1.849 -1.039 -3.464 -1.1 1.5 1.2 -0.282
O -0.917 -1.620 -2.587 0.6 -0.4 -0.1 -0.132
H -3.540 0.368 -3.199 0.3 0.0 0.1 0.070
H -1.998 0.997 -2.491 -0.4 -1.0 -0.2 0.065
H -2.942 -0.387 -1.661 0.6 1.0 -1.7 0.094
H -1.350 -0.555 -4.258 0.8 0.5 -1.2 0.093
H -2.503 -1.779 -3.901 -0.4 -0.3 0.1 0.113
H -0.122 -1.796 -3.130 -0.5 0.1 0.6 0.035
C 1.320 -1.484 -5.050 0.0 3.6 -4.6 -0.698
O 1.306 -0.597 -6.026 -0.2 -3.1 3.7 -0.070
N 1.575 -1.223 -3.809 1.4 3.5 4.0 0.136
N 1.028 -2.757 -5.208 -1.8 -2.9 -2.6 0.158
H 1.695 -0.159 -3.617 0.6 -2.9 -0.3 0.103
H 1.604 -1.978 -3.065 -0.1 1.8 -1.4 0.074
H 0.345 -2.880 -5.953 0.6 -0.4 0.0 0.128
H 1.078 -3.503 -4.504 -0.2 1.1 -0.6 0.048
C 1.022 -4.322 -2.476 -8.3 -3.6 4.3 -0.650
O -0.152 -4.944 -2.156 5.0 3.2 -1.5 -0.070
N 1.457 -3.263 -1.841 1.0 1.8 1.3 0.139
N 1.692 -4.790 -3.445 4.7 -1.7 -4.3 0.139
H 1.055 -3.079 -0.880 0.9 -0.1 -1.0 0.062
H 2.434 -2.993 -1.974 -0.3 -0.4 0.4 0.121
H 1.271 -5.529 -3.974 0.0 -0.4 0.1 0.138
H 2.687 -4.531 -3.694 -1.8 -0.4 0.6 0.177
C 2.517 2.808 0.903 -2.5 -6.6 6.4 -0.687
O 2.635 1.638 1.587 0.2 3.7 -2.7 -0.104
N 3.377 3.341 0.177 7.3 1.3 -5.7 0.176
N 1.494 3.558 1.084 -3.9 0.8 1.8 0.179
H 4.244 2.790 -0.013 -1.3 0.9 0.0 0.150
H 3.202 4.171 -0.439 0.3 -1.3 1.3 0.160
H 0.733 3.383 1.865 1.6 0.1 -2.5 0.059
H 1.288 4.150 0.323 -0.7 1.2 -0.3 0.074
C -0.214 -3.570 0.686 -1.2 -9.9 1.1 -0.621
O -0.261 -4.894 1.098 -0.1 7.1 -1.6 -0.076
N 0.861 -2.879 0.694 3.7 3.3 1.7 0.128
N -1.144 -2.994 -0.031 -4.1 -0.3 -3.0 0.123
H 1.545 -3.377 1.211 1.1 -0.2 0.6 0.131
H 0.831 -1.796 0.881 0.4 -2.2 0.2 0.078
H -1.887 -3.651 -0.275 0.4 -0.1 0.2 0.137
H -1.056 -2.383 -0.882 0.8 -0.6 1.0 0.107
C -0.881 4.285 2.932 -5.3 3.9 -3.1 -0.556
O -2.036 4.766 2.281 5.4 -2.3 3.9 -0.138
N -0.097 5.049 3.680 2.0 5.1 1.2 0.143
N -0.433 3.081 2.694 -0.8 -3.1 0.7 0.126
H -0.201 6.165 3.537 -0.1 -3.9 0.6 0.196
H 0.881 4.809 4.069 -2.5 0.0 -1.2 0.157
H -1.122 2.511 2.163 1.3 0.1 0.9 0.098
H 0.236 2.584 3.364 -1.0 0.6 -1.4 0.103
C -4.005 -1.903 1.654 -3.7 5.1 4.9 -0.598
O -4.925 -1.095 2.359 5.0 -3.1 -3.4 -0.167
N -2.712 -1.650 1.448 0.0 3.8 1.3 0.135
N -4.411 -3.083 1.355 -3.0 -5.9 -2.0 0.137
H -2.431 -0.666 1.760 -0.3 -1.9 -0.9 0.090
H -2.015 -2.247 0.972 -0.8 0.3 0.1 0.016
H -5.320 -3.473 1.746 1.8 1.4 -0.8 0.157
H -4.051 -3.659 0.554 -0.2 1.0 1.5 0.131
C -1.129 4.201 -1.137 -0.2 1.6 0.8 -0.118
O -0.935 5.090 0.008 2.4 -0.7 -2.8 -0.153
H -0.266 4.309 -1.834 -0.7 -0.1 0.6 0.074
H -2.049 4.609 -1.580 0.3 -0.7 -0.6 0.085
H -1.267 3.161 -0.806 0.1 0.1 -0.2 0.054
H -1.666 4.959 0.570 -1.5 -0.2 1.8 -0.018
C -2.864 1.573 1.334 -3.7 0.2 -0.2 -0.145
O -1.980 0.950 2.188 2.0 -1.3 0.5 -0.167
H -3.890 1.281 1.693 0.6 0.3 -0.9 0.112
H -2.787 1.319 0.267 0.5 -0.5 0.5 0.087
H -2.805 2.634 1.430 0.1 1.1 -0.1 0.053
H -2.307 0.955 3.092 -0.4 0.0 0.0 0.117
C 3.621 -0.897 -0.154 1.4 0.4 -0.9 -0.132
O 4.899 -0.829 -0.823 -0.7 -0.4 -0.2 -0.098
H 3.798 -0.772 0.861 0.0 -0.2 2.1 0.066
H 3.037 -1.762 -0.365 0.3 -1.1 -0.2 0.046
H 2.989 -0.105 -0.413 -0.7 1.5 -0.7 0.035
H 5.238 0.065 -0.694 -0.1 -0.2 0.0 0.071
C -0.118 -1.931 4.000 1.8 -2.2 1.1 -0.192
O -1.313 -2.623 3.869 -1.7 1.1 -1.5 -0.118
H -0.166 -0.845 3.903 0.0 -0.1 -0.1 0.046
H 0.592 -2.430 3.300 0.1 1.0 0.1 0.072
H 0.271 -2.264 5.005 -0.2 0.9 -0.7 0.101
H -1.720 -2.248 3.033 0.0 -1.0 1.3 0.054
C 0.382 -0.020 -0.015 -2.4 0.3 -2.5 -0.177
O 0.825 -0.398 1.203 -0.8 -0.7 1.6 -0.098
H -0.516 -0.570 -0.296 -0.5 0.3 0.5 0.064
H 1.015 -0.395 -0.789 1.0 0.5 -0.9 0.059
H 0.120 1.042 -0.097 0.4 -0.1 -0.1 0.099
H 1.371 0.315 1.473 2.0 1.6 1.2 0.034
C 1.149 1.760 -2.892 -1.2 3.5 0.5 -0.193
O 2.344 1.393 -3.418 2.8 -0.2 -1.1 -0.116
H 0.540 0.920 -2.708 -0.7 -1.1 0.6 0.037
H 0.626 2.348 -3.669 -0.3 0.1 0.7 0.110
H 1.289 2.389 -1.952 -0.4 -0.8 -0.9 0.087
H 2.645 2.029 -4.099 -0.3 -0.8 0.6 0.132
C 0.210 1.564 5.183 -0.8 0.5 0.8 -0.151
O 1.332 1.674 4.346 -0.5 1.6 0.2 -0.101
H -0.276 2.514 5.391 0.6 0.6 -0.1 0.087
H 0.480 1.151 6.132 0.0 -0.5 0.6 0.094
H -0.587 1.028 4.710 -0.4 -0.9 -0.2 0.055
H 1.684 0.807 4.312 0.9 -1.2 -0.6 0.077
```
Forces are in eV/Å.